Here is an isolated ion of composition C8H15N3 and charge +2 at a distorted geometry from the Open Molecules 2025 dataset. Energies are from ωB97M-V with the def2-TZVPD basis set.

Geometry as XYZ:
```
26
Properties=species:S:1:pos:R:3
C -0.61180 0.01218 -0.73572
H 3.12373 1.69568 1.19091
N -0.23330 2.39312 -0.40154
N -1.91640 0.02454 -0.05211
C 0.29413 1.16503 -0.34450
H 3.33374 -3.00313 -0.93475
H 3.59672 -2.95552 0.81861
H -0.78657 0.05465 -1.81881
C -2.84396 -0.84448 -0.25265
H -4.21273 -0.15498 1.23872
C 2.89899 -1.19216 -0.03734
H 1.72300 2.76044 1.18638
C 2.32833 2.09881 0.56599
H 2.79343 2.66182 -0.24574
C -4.06449 -0.94803 0.50968
H 4.72464 -2.13173 -0.25871
C 2.23120 -0.18713 -0.01059
H -4.93214 -1.03283 -0.14884
H -2.68162 -1.56529 -1.04975
N 1.53824 0.98314 0.05293
H 0.34108 3.22047 -0.31980
H -2.02534 0.69650 0.70972
H -4.04772 -1.91662 1.02790
H -1.14080 2.54843 -0.81182
C 3.67651 -2.38548 -0.10724
H -0.09344 -0.93116 -0.52058
```

Results
Energy = -477.42047 Ha
HOMO-LUMO gap = 8.24 eV
2S+1 = 1
ΔE to the lowest compared entry with this formula, charge and spin = 7.70 kcal/mol
HOMO level = -16.326 eV
Charge = +2
SMILES string = CC#CN(C)C(=[NH2+])C/[NH+]=C/C


Here is a single C17H15N3O4S2 molecule at a distorted geometry from the Open Molecules 2025 dataset. Energies are from ωB97M-V with the def2-TZVPD basis set.

Geometry as XYZ:
```
41
Properties=species:S:1:pos:R:3
H -0.41622 1.45441 0.89832
C -0.18090 0.02051 -0.50888
C -2.80462 1.54171 1.60693
O -6.62539 -1.14188 -0.10844
H -4.11026 -2.75303 -0.91396
H 7.78564 -2.41958 0.70012
C 4.46619 -2.42543 0.38964
N 4.01908 1.16718 -0.12984
H -4.42153 -1.58931 -2.20357
H 0.16741 1.97893 -2.37433
H -5.67185 -2.76604 -1.75921
C -4.15113 1.50793 1.91861
C 4.59101 -1.06046 0.26579
C -4.99085 0.62518 1.26632
H 1.34838 3.29184 -2.10255
C -3.13297 -0.20418 -0.02331
C 2.20702 -0.39858 0.03127
H -2.14415 2.22975 2.11572
C 1.26705 0.46243 -0.45033
H -6.04461 0.58375 1.49542
C 5.69901 -3.06824 0.56905
N 1.56939 1.70984 -0.85066
O -0.57906 -0.88469 -1.20364
H -0.01656 3.09025 -0.99004
H -4.54269 2.17317 2.67287
C -2.29246 0.68538 0.63353
C 0.70127 2.55943 -1.62163
C -5.44475 -1.16791 -0.37245
C 6.74508 -2.19093 0.57895
O 2.55516 2.67755 1.23185
C 3.58870 -0.04768 0.06746
O 3.40065 3.46398 -0.93211
C -4.48824 -0.23736 0.29270
N -0.92152 0.76938 0.34869
H 5.80803 -4.13137 0.68570
S 6.24947 -0.56650 0.36777
S 2.97601 2.38877 -0.10628
H -2.71715 -0.85707 -0.77027
C -4.87430 -2.13358 -1.37776
H 1.89847 -1.38969 0.31640
H 3.52821 -2.94786 0.34617
```

Results
Energy = -1918.41754 Ha
HOMO-LUMO gap = 8.18 eV
2S+1 = 1
ΔE to the lowest compared entry with this formula, charge and spin = 0.00 kcal/mol
HOMO level = -9.110 eV
Charge = 0
SMILES string = CC(=O)c1cccc(NC(=O)C2=CC(c3cccs3)=NS(=O)(=O)N2C)c1


Here is a 2-piece molecular cluster, C4H8N2O overall at a distorted geometry from the Open Molecules 2025 dataset. Energies are from ωB97M-V with the def2-TZVPD basis set.

Geometry as XYZ:
```
15
Properties=species:S:1:pos:R:3
N -0.72127 2.55669 1.22755
H 0.58912 -1.43574 0.08398
N 0.65349 -0.49302 0.47301
H -2.17902 -1.22592 0.63511
H 1.92161 0.91150 1.29235
C -0.52326 0.16141 0.31575
C -0.64433 1.47143 0.81033
C -1.68142 -0.67014 -0.16948
H -0.93901 -1.22682 -1.87573
H 1.72284 1.24818 -1.37609
H -2.43388 -0.01816 -0.63061
C 1.82000 -0.09523 0.90961
H 2.64773 -0.78792 0.88048
H 0.98792 1.27993 -1.51018
O -1.22051 -1.67618 -1.06607
```

Results
Energy = -341.85212 Ha
HOMO-LUMO gap (alpha / beta) = 8.06 / 8.06 eV
2S+1 = 1
ΔE to the lowest compared entry with this formula, charge and spin = 95.08 kcal/mol
HOMO level (alpha / beta) = -7.669 / -7.668 eV
Charge = 0


Here is a 17-piece molecular cluster, C24H25BBr2Cl48O4 overall at a distorted geometry from the Open Molecules 2025 dataset. Energies are from ωB97M-V with the def2-TZVPD basis set.

Geometry as XYZ:
```
104
Properties=species:S:1:pos:R:3
Cl 5.27835 6.36985 -3.80681
Cl -11.72251 5.10294 -0.50949
Cl 8.46770 2.02683 -1.93100
H 4.82165 -2.15518 -4.85844
C 8.13936 -7.92233 1.25792
Br -2.09773 0.46271 1.15416
C 2.47766 0.09643 3.42830
H -0.68544 1.48963 3.28549
Cl -5.05863 -0.11250 -2.81110
C 3.12649 5.31251 -5.81825
Cl -13.90873 3.20505 -0.32847
Br 1.22798 2.94262 2.73057
C 1.71996 -1.90219 3.90553
Cl 4.26224 4.61163 -6.95593
C -5.92012 -1.03479 1.50619
Cl 2.83863 -6.77941 4.11069
Cl 1.13798 -7.61159 6.30108
Cl 5.41000 -4.99917 0.54295
C 3.76624 -4.47913 0.91562
H -10.42914 3.46183 1.77413
C -1.42452 4.88094 -5.80322
H -0.31198 2.11684 0.77774
O 1.75150 -2.91820 4.53940
O -1.68601 -1.54958 4.57975
Cl -6.43608 0.54267 0.91551
H -1.18745 -3.74469 2.51555
C -3.60756 0.73691 -2.28423
H -0.38352 5.17089 -5.85707
C 5.20067 3.03964 1.75822
Cl -2.18219 5.29509 -7.34218
H 2.15557 0.36632 -9.25513
Cl -8.31569 3.17046 0.80788
O 2.83668 -1.24689 3.42007
H -1.90423 -2.40211 4.97649
Cl 2.59608 -5.68528 0.38174
H 1.86359 -5.46171 5.77435
C 1.52746 -6.30224 5.18933
Cl 7.85853 6.86408 -5.05552
Cl 4.88826 4.65012 1.09849
Cl 3.78316 -0.75147 -3.30700
H -1.07824 -2.41865 1.32457
Cl 6.77510 -8.71704 0.47389
Cl 4.47321 -3.55787 -3.02233
Cl 9.37269 -0.47640 -0.76920
H 3.62304 6.13812 -5.30926
Cl 8.29330 -6.25413 0.70366
H -6.80070 -1.63349 1.69422
Cl 1.70117 5.93901 -6.66274
Cl 5.22515 1.82599 0.47721
H -13.85702 5.43007 0.39413
C -15.95151 0.07869 -1.26995
H 8.05832 1.19142 0.21390
C 0.53803 -1.10388 3.47733
Cl 1.82147 2.55255 -8.50090
Cl 2.63750 4.12228 -4.61044
C 0.97371 0.12659 3.16398
C 0.17683 1.29413 2.66273
Cl 3.77153 0.61117 -7.58160
Cl -5.03032 -0.87464 3.02336
Cl -9.25015 2.27785 3.41036
H 4.10537 -4.22031 9.14072
Cl -10.49948 1.26484 0.99121
Cl -3.58136 2.38686 -2.89935
O 3.25876 0.96221 3.69301
H 3.67945 -4.37887 1.99011
Cl 0.10781 -5.78814 4.28120
H 0.81450 -0.70024 0.65767
C -0.26632 1.12038 1.19664
Cl 2.56319 -2.72822 -5.04889
C 4.01507 -2.28584 -4.15034
H 7.95115 -7.90446 2.32245
H 0.22588 0.26440 -0.67032
Cl -4.94190 -1.86299 0.29166
H -2.50769 -2.60907 2.30348
Cl -12.71608 4.28384 2.08648
H 1.61613 0.84538 0.22931
Cl -2.15640 -0.13454 -2.79387
Cl 3.85462 1.56659 -10.32329
Cl -16.21463 -1.15744 -0.04093
C 8.92037 1.19586 -0.44034
Cl 9.63376 -8.81596 0.98018
C -9.71393 2.65032 1.74888
Cl -17.47076 0.53876 -2.03768
Cl 7.56716 4.78338 -3.04809
C 4.19521 -4.94478 8.34335
C -13.14641 4.61538 0.40629
C 7.03499 6.37361 -3.57775
C -1.42266 -2.69805 2.31475
Cl -2.18326 5.76113 -4.47228
H 4.39622 2.78866 2.43872
Cl -14.77766 -0.46315 -2.46894
C 2.81308 1.17034 -8.95536
Cl 10.22707 2.05024 0.37913
Cl 6.71726 3.01555 2.65768
Cl 3.71854 -4.17108 6.83203
B -0.89370 -1.78155 3.47043
Cl 5.87330 -5.47763 8.26921
H -15.54653 0.95349 -0.78160
Cl -1.47625 3.14352 -5.52023
H -3.61072 0.77353 -1.20289
C 0.66741 0.32039 0.32085
Cl 3.43882 -2.90926 0.17515
H 7.26929 7.09121 -2.80370
Cl 3.11399 -6.29760 8.69898
```

Results
Energy = -28492.54900 Ha
HOMO-LUMO gap = 9.39 eV
2S+1 = 1
HOMO level = -10.473 eV
Charge = 0


Question: Which formula does entry 2 have?
Answer: C17H15N3O4S2